No. 1
Entry from OMol25: C18H19ClN2O2S in the gas phase (ωB97M-V with the def2-TZVPD basis set).

Cartesian coordinates (Å):
C1 -0.111 -1.542 2.507
O1 1.119 -1.995 1.978
C2 1.899 -1.198 1.214
C3 3.219 -1.654 1.094
C4 4.162 -0.999 0.336
C5 3.800 0.167 -0.323
Cl1 4.962 1.024 -1.273
C6 2.508 0.639 -0.230
C7 1.543 -0.035 0.518
N1 0.233 0.504 0.474
C8 -0.294 1.385 1.358
O2 0.183 1.703 2.422
C9 -1.602 1.879 0.749
C10 -1.720 3.408 0.718
C11 -2.097 3.698 -0.734
C12 -1.377 2.588 -1.490
N2 -1.578 1.422 -0.641
C13 -0.588 0.376 -0.741
C14 -1.248 -0.967 -0.803
S1 -2.895 -1.098 -0.277
C15 -2.893 -2.785 -0.604
C16 -1.703 -3.209 -1.092
C17 -0.744 -2.168 -1.215
C18 0.635 -2.415 -1.734
H1 -0.887 -1.489 1.740
H2 -0.001 -0.573 2.996
H3 -0.393 -2.290 3.247
H4 3.475 -2.557 1.626
H5 5.168 -1.378 0.263
H6 2.227 1.546 -0.744
H7 -2.440 1.415 1.281
H8 -2.460 3.774 1.426
H9 -0.758 3.858 0.969
H10 -1.793 4.689 -1.062
H11 -3.173 3.591 -0.869
H12 -1.799 2.397 -2.479
H13 -0.310 2.837 -1.603
H14 0.048 0.508 -1.630
H15 -3.779 -3.358 -0.418
H16 -1.497 -4.228 -1.365
H17 0.586 -3.035 -2.627
H18 1.147 -1.487 -1.974
H19 1.227 -2.945 -0.988

## Properties
Energy above the lowest of the compared OMol25 structures with the same formula, charge and spin, kJ/mol: 151.3
Largest force on an atom, Eh/bohr: 0.011
HOMO, eV: -8.510
LUMO energy, eV: 0.634

---

No. 2
Entry from OMol25: C18H19ClN2O3 in the gas phase (ωB97M-V with the def2-TZVPD basis set).

Cartesian coordinates (Å):
C1 5.496 -2.483 1.031
O1 4.818 -1.354 0.531
C2 3.533 -1.076 0.891
C3 2.978 0.001 0.212
C4 1.686 0.448 0.440
C5 0.911 -0.212 1.384
C6 1.454 -1.288 2.074
C7 2.747 -1.738 1.855
O2 3.296 -2.796 2.538
C8 2.499 -3.486 3.467
C9 -0.501 0.219 1.694
N1 -1.009 1.145 0.704
C10 -2.058 0.733 -0.072
O3 -2.742 -0.222 0.239
N2 -2.289 1.505 -1.190
C11 -3.340 1.425 -2.087
C12 -4.410 0.540 -1.957
C13 -5.428 0.526 -2.890
C14 -5.411 1.387 -3.973
C15 -4.358 2.275 -4.123
C16 -3.341 2.288 -3.190
Cl1 -2.027 3.415 -3.398
C17 -0.065 2.199 0.416
C18 1.137 1.620 -0.331
H1 6.463 -2.478 0.526
H2 4.969 -3.410 0.794
H3 5.649 -2.421 2.110
H4 3.602 0.494 -0.518
H5 0.831 -1.779 2.805
H6 1.612 -3.922 2.997
H7 3.132 -4.286 3.851
H8 2.193 -2.841 4.297
H9 -0.531 0.696 2.684
H10 -1.171 -0.644 1.712
H11 -1.608 2.208 -1.443
H12 -4.418 -0.132 -1.115
H13 -6.245 -0.169 -2.767
H14 -6.207 1.374 -4.701
H15 -4.325 2.955 -4.960
H16 0.270 2.598 1.380
H17 -0.528 3.022 -0.131
H18 0.827 1.284 -1.326
H19 1.909 2.380 -0.461

## Properties
Energy above the lowest of the compared OMol25 structures with the same formula, charge and spin, kJ/mol: 163.7
Largest force on an atom, Eh/bohr: 0.013
HOMO, eV: -7.994
LUMO energy, eV: 0.688

---

No. 3
Entry from OMol25: a molecular structure, C18H19ClN3O7RuS in a non-equilibrium geometry (ωB97M-V with the def2-TZVPD basis set).

Cartesian coordinates (Å):
Ru1 -1.278 2.830 0.125
O1 2.547 3.762 0.521
C1 1.704 3.021 0.978
O2 0.909 2.224 0.413
C2 1.588 2.950 2.521
C3 2.762 2.696 3.209
C4 2.757 2.601 4.591
C5 1.570 2.783 5.285
C6 0.400 3.047 4.604
C7 0.383 3.125 3.204
S1 -1.167 3.515 2.479
H1 3.673 2.568 2.646
H2 3.677 2.384 5.110
H3 1.557 2.719 6.363
H4 -0.528 3.196 5.134
N1 -0.883 5.678 -0.977
C8 -0.553 4.571 -0.890
H5 -1.268 6.598 -0.946
O3 -3.409 4.094 -0.400
Cl1 -3.737 2.784 -0.898
O4 -5.019 2.766 -1.458
O5 -2.750 2.419 -1.873
O6 -3.644 1.865 0.200
C9 2.294 -4.425 -3.015
C10 1.148 -3.608 -3.604
N2 0.312 -3.006 -2.575
C11 -1.011 -3.553 -2.368
C12 -0.989 -4.920 -1.686
C13 0.811 -1.929 -1.932
O7 1.896 -1.446 -2.187
C14 -0.028 -1.334 -0.831
C15 -0.244 -2.009 0.368
C16 -0.949 -1.382 1.381
C17 -1.393 -0.085 1.180
N3 -1.144 0.563 0.052
C18 -0.482 -0.021 -0.932
H6 2.882 -4.857 -3.820
H7 1.924 -5.231 -2.384
H8 2.936 -3.778 -2.423
H9 0.513 -4.235 -4.231
H10 1.565 -2.798 -4.211
H11 -1.504 -3.645 -3.343
H12 -1.589 -2.847 -1.768
H13 -0.500 -5.660 -2.314
H14 -2.008 -5.245 -1.495
H15 -0.461 -4.871 -0.737
H16 0.141 -3.009 0.509
H17 -1.137 -1.883 2.317
H18 -1.966 0.447 1.930
H19 -0.308 0.573 -1.823

## Properties
Largest force on an atom, Eh/bohr: 0.084
HOMO (alpha / beta), eV: -8.092 / -8.163
LUMO energy (alpha / beta), eV: -2.289 / -1.852
2S+1: 2

---

No. 4
Entry from OMol25: a molecular structure, C18H19CrF4N4S2SbSe4 (ωB97M-V with the def2-TZVPD basis set).

Cartesian coordinates (Å):
Cr1 0.236 -0.103 -0.061
C1 -0.326 2.874 -1.472
N1 -0.004 2.360 -0.136
C2 -0.984 2.914 0.805
C3 1.352 2.832 0.217
C4 2.396 1.898 -0.380
N2 2.076 0.496 -0.240
C5 2.059 -0.197 0.944
C6 1.005 0.004 1.939
F1 0.861 1.286 2.554
C7 0.956 -0.999 2.973
F2 0.077 -0.768 3.972
C8 1.710 -2.108 3.009
C9 2.738 -2.256 2.044
F3 3.562 -3.311 2.147
C10 2.921 -1.338 1.077
F4 3.939 -1.456 0.208
H1 -0.310 3.973 -1.468
H2 -1.319 2.551 -1.776
H3 0.397 2.517 -2.202
H4 -0.960 4.012 0.786
H5 -0.764 2.564 1.809
H6 -1.987 2.591 0.523
H7 1.439 2.828 1.297
H8 1.492 3.866 -0.131
H9 3.366 2.116 0.080
H10 2.511 2.101 -1.451
H11 1.537 -2.884 3.739
C11 1.799 -0.694 -3.178
C12 0.347 -0.369 -3.162
N3 -0.330 -0.013 -2.105
C13 -1.677 0.132 -2.372
C14 -2.022 -0.067 -3.665
S1 -0.630 -0.484 -4.567
C15 -2.532 0.287 -1.197
C16 -3.875 0.447 -1.122
S2 -4.383 0.209 0.495
C17 -2.761 -0.074 0.987
N4 -1.908 0.049 0.010
C18 -2.403 -0.494 2.365
H12 2.073 -1.140 -2.224
H13 2.395 0.211 -3.306
H14 2.027 -1.387 -3.987
H15 -3.006 -0.062 -4.102
H16 -4.573 0.624 -1.922
H17 -3.286 -0.772 2.936
H18 -1.866 0.297 2.888
H19 -1.740 -1.360 2.293
Se1 -1.842 -6.080 -0.341
Sb1 -0.425 -4.689 1.003
Se2 -0.215 -2.568 -0.361
Se3 -0.815 -4.419 3.356
Se4 1.671 -5.949 0.471

## Properties
Largest force on an atom, Eh/bohr: 0.015
HOMO (alpha / beta), eV: -4.203 / -4.110
LUMO energy (alpha / beta), eV: 1.747 / 1.565
Charge: -1
2S+1: 4

---

No. 5
Entry from OMol25: 3 unconnected molecules or ions with the total composition C18H19F2NO10S in a non-equilibrium geometry (ωB97M-V with the def2-TZVPD basis set).

Cartesian coordinates (Å):
O1 2.424 -3.106 -5.732
C1 1.815 -2.544 -4.838
C2 0.376 -2.503 -4.716
C3 -0.161 -1.841 -3.680
O2 -1.461 -1.738 -3.460
C4 0.692 -1.129 -2.647
O3 0.088 -0.537 -1.765
C5 2.128 -1.183 -2.753
C6 2.662 -1.850 -3.787
O4 3.962 -1.974 -4.002
H1 -0.222 -3.010 -5.460
H2 -1.562 -1.216 -2.638
H3 2.709 -0.682 -1.993
H4 4.049 -2.501 -4.822
O5 6.401 2.855 3.330
C7 5.646 2.419 2.480
C8 4.328 2.939 2.193
C9 3.608 2.349 1.229
O6 2.390 2.723 0.868
C10 4.123 1.162 0.437
O7 3.352 0.717 -0.399
C11 5.438 0.645 0.714
C12 6.163 1.236 1.677
O8 7.379 0.860 2.029
H5 3.967 3.781 2.765
H6 2.129 2.111 0.148
H7 5.799 -0.198 0.141
H8 7.649 1.462 2.753
O9 -3.341 -1.537 3.394
C13 -3.041 -1.506 2.240
O10 -1.791 -1.366 1.760
C14 -1.450 -0.144 1.103
C15 -1.162 1.004 2.089
F1 -0.954 0.528 3.364
N1 -4.031 -1.662 1.265
F2 -3.614 -1.304 -0.020
C16 -5.373 -1.151 1.514
C17 -5.457 0.342 1.810
C18 -5.149 1.321 0.679
S1 -5.862 0.954 -0.950
H9 -0.581 -0.371 0.491
H10 -2.253 0.155 0.422
H11 -0.254 1.535 1.784
H12 -1.985 1.724 2.130
H13 -5.984 -1.448 0.659
H14 -5.720 -1.713 2.384
H15 -6.468 0.550 2.181
H16 -4.775 0.550 2.645
H17 -4.071 1.396 0.506
H18 -5.491 2.316 0.976
H19 -7.065 0.579 -0.496

## Properties
Largest force on an atom, Eh/bohr: 0.021
HOMO, eV: -9.362
LUMO energy, eV: -1.659

---

DFT total energy across the listed records, respectively: -49407.4561, -40619.7682, -63706.4213, -353821.4984, -57206.0980 eV.